Record 1
C3H3NO3 in the gas phase. Source: OMol25; level of theory: the ωB97M-V functional and the def2-TZVPD basis.

Cartesian coordinates (Å):
H: 1.658 -0.573 -0.817
N: 1.558 -0.214 0.131
C: 0.388 0.159 0.387
C: 0.050 0.906 1.661
O: -0.617 1.903 1.569
O: -0.748 0.145 -0.418
C: -0.879 -0.737 -1.438
O: -0.044 -1.509 -1.826
H: 0.462 0.557 2.626
H: -1.893 -0.638 -1.848

The calculation puts the HOMO-LUMO gap at 10.4 eV. The total energy is -396.56139 Ha. The energy relative to the best compared isomer or geometry (same formula, charge and spin) comes out at 1.7155 eV. The structure (SMILES) is [H]/N=C(/C=O)OC=O. The LUMO energy is -0.1 eV.


Record 2
C57H51InN5P2 as an isolated structure. Source: OMol25; level of theory: the ωB97M-V functional and the def2-TZVPD basis.

Cartesian coordinates (Å):
In: 0.095 0.022 -0.490
C: 1.171 -3.573 -0.040
P: 1.682 -2.758 -1.593
C: 2.266 -4.164 -2.594
C: 3.641 -4.349 -2.727
C: 4.139 -5.423 -3.451
C: 3.264 -6.311 -4.059
C: 1.893 -6.129 -3.938
C: 1.395 -5.062 -3.208
C: 0.063 -2.410 -2.354
C: 0.028 -1.825 -3.712
C: -1.106 -1.485 -4.325
C: -2.459 -1.674 -3.707
C: -2.357 -2.099 -2.229
C: -1.085 -2.611 -1.691
C: 0.789 -2.666 1.097
C: 0.736 -3.058 2.409
C: 0.523 -1.904 3.199
C: 0.456 -0.844 2.340
C: 0.486 0.614 2.679
P: 1.918 1.291 1.731
C: 3.319 0.444 2.511
C: 3.823 0.806 3.758
C: 4.863 0.087 4.324
C: 5.400 -1.004 3.651
C: 4.901 -1.372 2.411
C: 3.866 -0.646 1.839
C: 2.058 3.026 2.254
C: 1.068 3.682 2.983
C: 1.166 5.045 3.237
C: 2.256 5.764 2.774
C: 3.257 5.115 2.061
C: 3.154 3.762 1.795
N: 0.616 -1.288 1.035
H: 2.049 -4.148 0.274
H: 0.402 -4.320 -0.264
H: 4.325 -3.650 -2.259
H: 5.208 -5.562 -3.546
H: 3.650 -7.144 -4.629
H: 1.211 -6.821 -4.415
H: 0.324 -4.922 -3.116
H: 0.973 -1.705 -4.234
H: -1.064 -1.089 -5.333
H: -3.060 -2.322 -4.348
H: -3.210 -2.715 -1.935
H: -1.096 -3.041 -0.698
H: 0.889 -4.065 2.760
H: 0.473 -1.844 4.273
H: 0.618 0.727 3.758
H: -0.425 1.154 2.401
H: 3.407 1.657 4.285
H: 5.254 0.373 5.291
H: 6.210 -1.566 4.097
H: 5.318 -2.223 1.888
H: 3.466 -0.938 0.873
H: 0.218 3.135 3.369
H: 0.393 5.539 3.811
H: 2.338 6.823 2.982
H: 4.119 5.668 1.710
H: 3.938 3.263 1.235
C: -1.327 4.319 0.456
C: -1.212 2.930 0.344
N: -0.174 2.342 -0.214
C: 0.790 3.104 -0.768
C: 0.778 4.501 -0.676
C: -0.316 5.104 -0.030
C: 1.846 5.264 -1.249
C: 2.851 4.649 -1.903
C: 2.863 3.224 -2.058
C: 3.874 2.563 -2.779
C: 3.815 1.205 -2.925
C: 2.748 0.508 -2.350
N: 1.791 1.098 -1.659
C: 1.840 2.446 -1.502
H: -2.200 4.745 0.928
H: -1.994 2.280 0.711
H: -0.354 6.183 0.056
H: 1.826 6.341 -1.142
H: 3.662 5.218 -2.338
H: 4.681 3.138 -3.215
H: 4.568 0.658 -3.474
H: 2.686 -0.569 -2.433
C: -4.371 2.251 1.776
C: -3.477 1.345 2.623
C: -3.992 -0.064 2.716
C: -4.763 -0.446 3.804
C: -5.235 -1.743 3.924
C: -4.910 -2.670 2.953
C: -4.149 -2.324 1.839
C: -3.792 -3.410 0.854
C: -4.940 -3.813 -0.070
C: -3.718 -0.999 1.711
N: -2.925 -0.616 0.584
C: -3.484 -0.658 -0.552
C: -2.657 -0.615 -1.803
C: -3.194 -0.362 -3.244
C: -2.569 0.943 -3.634
C: -1.604 1.194 -2.744
N: -1.524 0.279 -1.698
H: -4.027 3.287 1.792
H: -5.392 2.242 2.157
H: -4.403 1.915 0.738
H: -3.383 1.756 3.630
H: -2.467 1.300 2.206
H: -4.984 0.286 4.572
H: -5.830 -2.033 4.779
H: -5.239 -3.698 3.056
H: -3.483 -4.288 1.427
H: -2.922 -3.112 0.270
H: -5.797 -4.161 0.507
H: -4.637 -4.621 -0.738
H: -5.285 -2.977 -0.681
H: -4.549 -0.899 -0.659
H: -4.276 -0.436 -3.355
H: -2.811 1.540 -4.497
H: -0.915 2.028 -2.769

The calculation puts the HOMO-LUMO gap at 6.4 eV. The total energy is -3349.11926 Ha. The energy relative to the best compared isomer or geometry (same formula, charge and spin) comes out at 0.4441 eV. The LUMO energy is -3.2 eV. The net charge is +1.


Record 3
C18H41F8N6O18S4 as an isolated structure at a distorted geometry. Source: OMol25; level of theory: the ωB97M-V functional and the def2-TZVPD basis.

Cartesian coordinates (Å):
C: 13.333 18.597 14.349
C: 12.811 17.224 14.775
O: 13.297 16.454 15.499
N: 11.509 16.755 14.175
H: 10.915 17.615 14.029
H: 11.665 16.391 13.251
C: 10.591 15.754 14.894
H: 12.636 19.407 14.675
H: 13.347 18.734 13.253
H: 14.304 18.683 14.758
H: 11.204 14.988 15.340
H: 9.931 15.336 14.142
H: 10.044 16.326 15.634
C: 11.878 16.611 6.410
C: 12.864 15.528 6.457
O: 13.840 15.322 5.788
N: 12.558 14.575 7.542
H: 12.595 15.145 8.404
H: 11.535 14.247 7.519
C: 13.560 13.356 7.658
H: 11.831 17.107 7.367
H: 10.886 16.246 6.290
H: 12.189 17.338 5.648
H: 14.601 13.610 7.743
H: 13.463 12.727 6.761
H: 13.207 12.725 8.452
C: 10.013 20.768 6.445
C: 9.252 19.558 6.225
O: 9.440 18.625 5.515
N: 7.763 19.792 6.819
H: 7.748 20.157 7.785
H: 7.334 20.468 6.191
C: 6.862 18.618 6.644
H: 9.633 21.636 5.901
H: 11.060 20.705 6.143
H: 10.100 20.921 7.512
H: 6.702 18.499 5.566
H: 5.902 18.869 7.121
H: 7.280 17.719 7.146
C: 6.365 14.306 12.347
C: 7.128 15.490 12.969
O: 8.075 16.036 12.434
N: 6.483 16.052 13.993
H: 9.532 16.607 11.793
H: 5.737 15.495 14.449
C: 6.971 17.157 14.815
H: 5.558 14.727 11.758
H: 5.857 13.612 13.103
H: 6.974 13.676 11.720
H: 7.821 16.880 15.474
H: 6.157 17.523 15.485
H: 7.338 18.000 14.225
C: 7.661 11.307 10.581
C: 8.307 9.982 10.295
O: 7.953 9.016 10.851
N: 9.553 9.852 9.429
H: 9.451 10.429 8.566
H: 10.279 10.484 9.877
C: 9.942 8.421 9.285
H: 8.380 11.771 11.308
H: 6.789 11.139 11.172
H: 7.508 11.851 9.678
H: 9.381 8.008 8.472
H: 9.646 7.905 10.219
H: 10.999 8.254 9.114
C: 12.785 12.905 12.303
F: 13.795 12.625 11.541
F: 12.877 12.175 13.328
F: 12.841 14.162 12.662
S: 11.118 12.653 11.398
O: 11.269 13.268 10.104
O: 11.008 11.181 11.333
O: 10.127 13.239 12.303
C: 9.732 12.913 5.592
F: 9.144 11.929 4.907
F: 10.961 12.579 5.936
F: 9.946 13.980 4.732
S: 8.841 13.332 7.150
O: 7.477 13.720 6.880
O: 8.894 12.039 7.728
O: 9.798 14.334 7.636
N: 9.618 19.458 11.428
S: 9.244 20.142 12.844
O: 10.164 19.664 13.824
O: 7.903 20.188 13.256
F: 9.687 21.725 12.431
S: 8.907 19.796 10.051
O: 7.482 19.775 9.915
O: 9.676 19.181 8.983
F: 9.242 21.291 9.811
O: 9.613 16.151 9.616
C: 10.688 16.381 10.311
O: 10.471 16.692 11.602
O: 11.875 16.315 9.900
H: 9.807 15.569 8.844

The calculation puts the HOMO-LUMO gap at 9.5 eV. The total energy is -4784.84942 Ha. The energy relative to the best compared isomer or geometry (same formula, charge and spin) comes out at 0.0000 eV. The LUMO energy is -2.6 eV. The net charge is +1.


Record 4
C23H41BeCl2NO17V as an isolated structure at a distorted geometry. Source: OMol25; level of theory: the ωB97M-V functional and the def2-TZVPD basis.

Cartesian coordinates (Å):
C: 0.591 -4.248 3.865
O: 0.648 -2.829 4.198
C: -0.713 -2.301 4.012
C: -0.822 -1.362 2.708
C: -2.106 -1.638 1.790
C: -2.247 -3.167 1.284
C: -3.717 -3.313 0.645
C: -4.462 -4.695 0.949
C: -4.446 -5.168 2.480
C: -4.526 -3.990 3.564
C: -5.659 -2.896 3.303
C: -6.515 -2.330 4.556
O: -7.553 -1.592 3.807
C: -7.436 -1.893 2.396
O: -7.765 -1.208 1.421
O: -6.776 -3.188 2.432
H: -0.094 -4.837 4.581
H: 1.661 -4.650 4.036
H: 0.297 -4.423 2.767
H: -1.411 -3.205 3.991
H: -0.973 -1.691 4.960
H: -0.933 -0.279 3.106
H: 0.171 -1.394 2.153
H: -1.999 -0.997 0.836
H: -3.057 -1.277 2.319
H: -1.492 -3.338 0.426
H: -2.034 -3.944 2.090
H: -3.624 -3.222 -0.505
H: -4.331 -2.393 0.964
H: -5.572 -4.671 0.621
H: -3.964 -5.511 0.279
H: -5.233 -5.981 2.713
H: -3.426 -5.693 2.649
H: -3.535 -3.445 3.715
H: -4.771 -4.495 4.576
H: -5.154 -1.920 2.944
H: -7.177 -3.097 5.111
H: -5.855 -1.727 5.261
Be: -3.257 -6.928 -0.505
C: 1.592 2.513 -1.841
C: 0.804 1.281 -1.454
C: -0.047 1.469 -0.232
O: -0.111 0.152 0.305
C: 1.018 -0.492 -0.106
O: 1.388 -1.552 0.317
O: 1.676 0.225 -1.058
H: 2.337 2.759 -1.080
H: 2.142 2.333 -2.768
H: 0.937 3.374 -1.988
H: 0.209 0.930 -2.304
H: -1.046 1.836 -0.475
H: 0.402 2.129 0.517
C: -7.887 1.792 0.486
N: -6.681 2.653 0.368
O: -6.616 3.400 -0.595
O: -5.841 2.549 1.248
H: -8.543 1.989 -0.360
H: -7.552 0.757 0.481
H: -8.380 2.044 1.424
Cl: 2.810 5.519 -1.349
C: 4.387 5.699 -0.539
C: 5.540 5.662 -1.521
Cl: 5.758 4.043 -2.237
H: 4.474 4.913 0.212
H: 4.369 6.662 -0.024
H: 6.471 5.910 -1.010
H: 5.397 6.376 -2.334
C: 8.419 1.843 -8.768
O: 7.983 1.318 -7.513
C: 7.869 2.234 -6.542
O: 8.098 3.419 -6.650
O: 7.456 1.612 -5.427
C: 7.295 2.482 -4.313
H: 8.475 1.015 -9.474
H: 7.703 2.575 -9.149
H: 9.413 2.286 -8.676
H: 6.537 3.239 -4.524
H: 8.247 2.950 -4.050
H: 6.959 1.884 -3.465
C: 3.715 0.282 2.108
O: 4.676 0.571 1.408
O: 2.596 0.828 2.054
O: 3.705 -0.601 2.985
O: 6.256 6.688 -6.426
V: 7.022 6.651 -4.871
O: 7.810 6.660 -3.326

The calculation puts the HOMO-LUMO gap at 0.8 eV. The total energy is -4112.96425 Ha. The LUMO energy is -9.1 eV. The net charge is +1.


Record 5
A 2-piece molecular cluster, C14H20N2O overall at a distorted geometry. Source: OMol25; level of theory: the ωB97M-V functional and the def2-TZVPD basis.

Cartesian coordinates (Å):
C: -2.794 1.454 1.997
C: -2.433 1.485 0.532
C: -2.431 2.586 -0.260
N: -2.064 2.274 -1.560
C: -1.636 0.953 -1.543
C: -1.009 0.214 -2.543
C: -0.856 -1.134 -2.282
C: -1.312 -1.740 -1.085
C: -1.953 -0.992 -0.128
C: -2.024 0.403 -0.297
H: -3.591 2.200 2.089
H: -2.030 2.024 2.544
H: -2.812 0.461 2.428
H: -2.905 3.523 -0.003
H: -1.916 2.880 -2.339
H: -0.591 0.569 -3.476
H: -0.334 -1.771 -2.989
H: -1.116 -2.800 -1.211
H: -2.082 -1.450 0.850
C: 1.671 -2.987 0.647
C: 2.740 -2.090 1.358
N: 2.405 -0.674 1.430
C: 1.252 -0.229 2.255
C: 2.732 0.253 0.443
C: 3.040 -0.307 -0.955
O: 2.776 1.440 0.683
H: 1.826 -2.841 -0.422
H: 0.725 -2.620 0.800
H: 2.095 -3.967 0.863
H: 2.795 -2.384 2.407
H: 3.670 -2.153 0.819
H: 1.207 0.852 2.189
H: 0.456 -0.884 1.904
H: 1.445 -0.242 3.338
H: 2.077 -0.425 -1.461
H: 3.489 0.581 -1.408
H: 3.638 -1.208 -1.001

The calculation puts the HOMO-LUMO gap at 8.7 eV. The total energy is -730.16723 Ha. The energy relative to the best compared isomer or geometry (same formula, charge and spin) comes out at 2.3321 eV. The structure (SMILES) is Cc1c[nH]c2ccccc12.CCN(C)C(C)=O. The LUMO energy is 0.9 eV.


Record 6
A 2-piece molecular cluster, CH3N2O2S overall at a distorted geometry. Source: OMol25; level of theory: the ωB97M-V functional and the def2-TZVPD basis.

Cartesian coordinates (Å):
C: 2.136 1.634 0.019
N: 0.473 0.571 0.583
N: -0.681 -1.639 -0.076
O: -0.907 0.818 0.978
O: -1.255 0.352 -1.501
S: -0.668 -0.069 -0.303
H: 1.948 2.601 0.540
H: -0.088 -2.061 0.623
H: -0.958 -2.207 -0.863

The calculation puts the HOMO-LUMO gap (spin up / spin down) at 8.0 / 8.0 eV. The total energy is -697.41880 Ha. The energy relative to the best compared isomer or geometry (same formula, charge and spin) comes out at 9.8291 eV. The LUMO energy (spin up / spin down) is -7.3 / -7.3 eV. The net charge is +1.


Record 7
C16H10BrF5Mn as an isolated structure at a distorted geometry. Source: OMol25; level of theory: the ωB97M-V functional and the def2-TZVPD basis.

Cartesian coordinates (Å):
C: -1.317 -0.826 -1.642
C: -1.639 -1.979 -0.865
C: -2.772 -1.658 -0.013
H: -1.192 -2.965 -0.970
C: -3.004 -0.229 -0.164
C: -2.114 0.253 -1.193
H: -2.148 1.254 -1.638
H: -0.657 -0.821 -2.516
H: -3.346 -2.358 0.586
H: -3.760 0.367 0.349
Mn: -1.185 -0.643 0.913
Br: 0.634 -2.231 0.966
C: 3.250 1.540 0.159
C: 2.189 2.284 -0.455
C: 1.686 1.509 -1.550
H: 1.811 3.238 -0.097
C: 2.393 0.265 -1.567
C: 3.435 0.335 -0.566
H: 4.182 -0.434 -0.366
H: 3.907 1.924 0.938
H: 0.884 1.793 -2.258
H: 2.092 -0.608 -2.157
F: -3.497 -0.378 3.030
C: -2.392 0.302 3.463
C: -1.292 0.498 2.637
C: -0.288 1.353 3.089
F: 0.738 1.732 2.272
C: -0.324 1.896 4.385
F: 0.718 2.640 4.825
C: -1.405 1.611 5.224
F: -1.381 2.001 6.514
C: -2.459 0.824 4.758
F: -3.495 0.510 5.565

The calculation puts the HOMO-LUMO gap (spin up / spin down) at 3.0 / 4.6 eV. The multiplicity is 5. The total energy is -4839.97619 Ha. The energy relative to the best compared isomer or geometry (same formula, charge and spin) comes out at 0.1478 eV. The LUMO energy (spin up / spin down) is 0.5 / 2.0 eV. The net charge is -1.


Record 8
C30H44As3F18N6O2 as an isolated structure at a distorted geometry. Source: OMol25; level of theory: the ωB97M-V functional and the def2-TZVPD basis.

Cartesian coordinates (Å):
C: -2.254 -0.566 -5.026
C: -3.103 -0.446 -6.249
O: -3.646 0.502 -6.687
N: -3.362 -1.786 -7.005
H: -2.945 -1.666 -7.934
H: -2.790 -2.510 -6.565
C: -4.805 -2.147 -7.061
H: -2.070 0.415 -4.604
H: -1.306 -1.081 -5.173
H: -2.889 -1.108 -4.316
H: -5.094 -2.534 -6.082
H: -4.923 -3.002 -7.722
H: -5.416 -1.282 -7.284
C: -3.577 3.909 0.240
C: -2.334 4.329 0.943
O: -2.207 5.030 1.880
N: -1.035 3.773 0.308
H: -1.238 3.057 -0.401
H: -0.600 4.503 -0.260
C: -0.103 3.235 1.313
H: -3.830 4.667 -0.507
H: -4.402 3.873 0.947
H: -3.475 2.909 -0.179
H: -0.575 2.465 1.929
H: 0.247 3.962 2.040
H: 0.699 2.740 0.767
C: -3.970 -7.478 0.092
N: -3.358 -6.375 0.879
C: -2.604 -6.673 1.955
C: -1.907 -5.688 2.596
C: -1.954 -4.386 2.120
C: -2.660 -4.123 0.944
C: -3.350 -5.140 0.353
C: -1.179 -3.297 2.741
C: -1.258 -3.062 4.101
C: -0.492 -2.090 4.678
N: 0.341 -1.368 3.923
C: 0.540 -1.614 2.621
C: -0.209 -2.598 2.019
C: 1.134 -0.297 4.534
H: -3.356 -7.709 -0.777
H: -4.955 -7.150 -0.220
H: -3.999 -8.359 0.723
H: -2.579 -7.718 2.228
H: -1.351 -5.915 3.496
H: -2.639 -3.141 0.489
H: -3.796 -5.039 -0.626
H: -2.037 -3.535 4.686
H: -0.667 -1.730 5.681
H: 1.240 -0.969 2.113
H: -0.225 -2.745 0.949
H: 1.447 -0.590 5.537
H: 0.498 0.576 4.675
H: 2.050 -0.132 3.977
C: 1.180 3.077 -5.214
N: 1.844 3.172 -3.893
C: 2.569 2.131 -3.466
C: 3.239 2.143 -2.276
C: 3.154 3.246 -1.455
C: 2.354 4.315 -1.869
C: 1.785 4.281 -3.125
C: 3.879 3.167 -0.164
C: 3.865 1.945 0.504
C: 4.528 1.786 1.704
N: 5.067 2.851 2.306
C: 5.141 4.041 1.675
C: 4.555 4.223 0.447
C: 5.875 2.645 3.532
H: 0.679 4.016 -5.427
H: 0.438 2.288 -5.135
H: 1.938 2.864 -5.960
H: 2.544 1.216 -4.041
H: 3.935 1.351 -2.032
H: 2.195 5.140 -1.188
H: 1.182 5.102 -3.488
H: 3.355 1.068 0.120
H: 4.557 0.810 2.187
H: 5.582 4.862 2.222
H: 4.704 5.175 -0.047
H: 6.931 2.686 3.272
H: 5.674 1.660 3.942
H: 5.656 3.439 4.241
As: 4.477 -1.645 1.987
F: 4.745 -0.342 3.160
F: 3.295 -0.527 1.281
F: 4.128 -2.814 0.803
F: 5.603 -2.627 2.784
F: 3.181 -2.223 3.003
F: 5.734 -0.978 1.018
As: -3.083 0.641 3.327
F: -4.751 0.634 3.653
F: -3.332 -0.431 1.979
F: -1.360 0.684 2.964
F: -2.763 1.750 4.598
F: -2.848 -0.748 4.332
F: -3.343 2.005 2.251
As: 0.009 -0.186 -1.174
F: -0.171 1.592 -1.380
F: -1.232 -0.427 -2.369
F: 0.425 -1.837 -0.985
F: 1.200 0.254 0.010
F: -1.202 -0.237 0.029
F: 1.209 -0.135 -2.443

The calculation puts the HOMO-LUMO gap at 8.2 eV. The total energy is -10152.96858 Ha. The LUMO energy is -8.1 eV. The net charge is +3.